{"formula": "C61H53Cl3GeN3O7S3Sr", "method": "ωB97M-V/def2-TZVPD", "e_tot_ev": -210345.951, "charge": -1, "e_homo_ev": [-3.426, -2.438], "homo_lumo_gap_ev": [5.202, 4.213], "lumo_ev": [1.776, 1.775], "relative_energy_kcal_mol": 59.9, "species": ["Sr", "O", "C", "O", "C", "C", "C", "C", "C", "N", "C", "O", "O", "H", "H", "H", "H", "C", "C", "C", "C", "C", "C", "C", "S", "O", "C", "C", "C", "C", "C", "C", "C", "C", "C", "C", "C", "C", "C", "C", "C", "C", "C", "C", "C", "C", "S", "O", "C", "C", "C", "C", "C", "C", "C", "H", "H", "H", "H", "H", "H", "H", "H", "H", "H", "H", "H", "H", "H", "H", "H", "H", "H", "H", "H", "H", "H", "H", "H", "H", "H", "C", "Ge", "C", "C", "C", "H", "H", "H", "H", "H", "H", "H", "H", "H", "H", "Cl", "C", "C", "C", "C", "C", "C", "N", "C", "C", "N", "C", "O", "C", "C", "C", "Cl", "S", "C", "C", "C", "Cl", "C", "H", "H", "H", "H", "H", "H", "H", "H", "H", "H", "H", "H", "H"], "xyz": [[0.97371, -0.34279, 0.40882], [-1.67124, -2.02068, -2.87468], [-0.92365, -1.83992, -1.73499], [0.24812, -1.40774, -1.84397], [-1.59394, -2.14444, -0.52571], [-2.88516, -2.74651, -0.37867], [-3.43689, -2.87117, 0.85723], [-2.77508, -2.36346, 2.02569], [-1.55104, -1.77821, 1.83218], [-0.95620, -1.69849, 0.62948], [-0.78298, -1.03444, 2.98151], [-1.15042, -1.19625, 4.13465], [0.17351, -0.24848, 2.58005], [-1.07549, -1.73306, -3.57915], [-3.40367, -3.10556, -1.25937], [-4.40950, -3.34008, 0.96047], [-3.22009, -2.38902, 3.00929], [3.91121, 7.89078, -0.00838], [3.25102, 6.54983, 0.15743], [2.15567, 6.19610, -0.61638], [1.53134, 4.96595, -0.44344], [2.00133, 4.10454, 0.52970], [3.11270, 4.41948, 1.30200], [3.72629, 5.64165, 1.10700], [1.21005, 2.51908, 0.72568], [2.31622, 1.50468, 0.78095], [0.64811, 2.79748, 2.42171], [1.40535, 2.25240, 3.47838], [0.94760, 2.42410, 4.74619], [-0.28100, 3.09471, 4.99469], [-0.78592, 3.22094, 6.31525], [-1.98242, 3.82795, 6.55147], [-2.74548, 4.33449, 5.47117], [-2.28700, 4.22657, 4.19239], [-1.03489, 3.61137, 3.92177], [-0.53212, 3.45668, 2.59596], [-1.27108, 3.95143, 1.38742], [-1.39603, 5.36198, 1.15393], [-0.84023, 6.32384, 2.04219], [-0.90981, 7.65512, 1.76238], [-1.54754, 8.10776, 0.57998], [-2.08057, 7.20649, -0.29070], [-2.00388, 5.81224, -0.03188], [-2.46710, 4.85683, -0.97953], [-2.29732, 3.52573, -0.77276], [-1.69519, 3.08254, 0.43045], [-1.42543, 1.23028, 0.53337], [-1.42180, 0.84428, -0.90499], [-3.08154, 0.97720, 1.19079], [-3.35553, 1.12563, 2.53738], [-4.66357, 0.95247, 2.96182], [-5.67952, 0.62445, 2.06784], [-7.09386, 0.41943, 2.53705], [-5.35844, 0.46733, 0.72267], [-4.05895, 0.64000, 0.27108], [3.74979, 8.28781, -1.01010], [4.98529, 7.82742, 0.16526], [3.50652, 8.61471, 0.70252], [1.78628, 6.88067, -1.37034], [0.68198, 4.68373, -1.05411], [3.49584, 3.71574, 2.02819], [4.59840, 5.89757, 1.69739], [2.29377, 1.67828, 3.25335], [1.48302, 1.99945, 5.58579], [-0.20743, 2.80589, 7.13133], [-2.36143, 3.90952, 7.56200], [-3.70239, 4.80241, 5.66410], [-2.88158, 4.59632, 3.36633], [-0.34273, 5.98605, 2.94168], [-0.47173, 8.37215, 2.44444], [-1.59846, 9.16802, 0.36831], [-2.55757, 7.53847, -1.20521], [-2.93893, 5.21233, -1.88869], [-2.59805, 2.78729, -1.50413], [-2.56748, 1.32467, 3.25440], [-4.89041, 1.05082, 4.01691], [-7.18266, 0.58078, 3.61104], [-7.43594, -0.59451, 2.32282], [-7.77817, 1.10616, 2.03531], [-6.13256, 0.18750, 0.01667], [-3.79144, 0.48295, -0.76577], [3.88698, -1.57130, -3.11842], [4.50819, -0.51785, -1.56021], [6.47468, -0.55661, -1.63010], [4.01329, 1.33827, -2.04362], [3.58446, -1.12798, 0.00158], [4.13395, -1.10117, -4.07399], [2.80018, -1.67473, -3.06238], [4.31207, -2.57825, -3.10159], [6.85031, -0.29442, -2.62256], [6.83649, -1.55482, -1.37788], [6.89274, 0.14866, -0.90905], [4.53598, 1.65820, -2.94911], [4.24235, 2.02992, -1.23087], [2.93921, 1.40946, -2.23671], [4.28159, -1.21494, 0.85316], [-2.61049, -9.71870, -3.38232], [-1.23212, -8.67999, -3.10577], [-1.28833, -7.72274, -2.11224], [-0.19125, -6.89632, -1.92598], [0.96364, -7.00424, -2.69914], [2.16059, -6.09544, -2.47568], [2.70960, -6.09822, -1.03679], [2.00278, -5.25321, -0.10115], [1.13500, -5.63113, 0.91213], [0.75081, -4.47761, 1.51930], [1.38002, -3.40030, 0.93294], [2.10447, -3.89627, -0.02752], [2.02475, -4.72866, -2.85670], [0.77298, -4.13668, -3.18046], [0.33708, -4.47732, -4.57773], [-0.90785, -4.81192, -5.00673], [-2.35227, -4.95499, -4.07732], [-0.97641, -5.16070, -6.68002], [0.69170, -4.84044, -6.85400], [1.26307, -4.49634, -5.67122], [0.97214, -7.99650, -3.67698], [2.37620, -8.28660, -4.68704], [-0.11121, -8.83298, -3.89584], [-2.17655, -7.60523, -1.50881], [-0.25169, -6.12735, -1.17049], [2.97425, -6.49926, -3.08453], [3.74217, -5.74927, -1.07996], [2.72307, -7.11711, -0.64321], [0.90330, -6.66511, 1.09993], [0.07844, -4.34941, 2.35143], [2.74641, -3.31865, -0.67688], [0.96477, -3.06555, -3.10117], [0.00231, -4.36622, -2.44077], [1.16697, -4.93146, -7.81629], [2.30953, -4.26210, -5.54516], [-0.07293, -9.58415, -4.67036]], "forces_ev_per_a": [[2.1, -2.8, -1.6], [0.2, 0.0, 0.0], [-0.2, -0.1, 0.2], [-0.3, 0.1, 0.1], [-0.1, 0.0, 1.2], [0.4, 0.1, -0.6], [0.0, 0.1, 0.7], [-0.5, -0.4, -0.5], [0.9, 0.4, -0.3], [-1.5, -0.2, 0.0], [0.6, 0.3, -0.8], [-0.2, -0.1, 0.3], [-1.2, -0.9, 1.0], [-0.1, 0.0, -0.1], [0.0, 0.0, 0.0], [0.0, 0.0, 0.0], [0.0, 0.0, 0.0], [0.0, 0.0, 0.0], [0.0, 0.0, 0.1], [-0.1, -0.1, 0.0], [0.0, 0.1, 0.1], [0.0, 0.0, -0.2], [-0.1, 0.1, -0.1], [0.0, 0.0, 0.0], [1.0, 1.2, 0.4], [0.5, 1.5, 0.6], [0.3, -0.3, -0.2], [-0.2, 0.1, -0.1], [-0.1, 0.0, 0.1], [0.2, -0.1, 0.2], [0.0, 0.0, -0.1], [-0.1, 0.1, -0.1], [0.0, 0.0, 0.2], [0.1, 0.0, -0.1], [-0.2, 0.1, -0.1], [-0.3, 0.0, -0.1], [0.4, 0.3, 0.4], [0.2, 0.0, 0.2], [0.0, -0.2, 0.0], [-0.1, 0.2, -0.2], [0.1, 0.0, 0.2], [0.0, -0.2, 0.0], [-0.1, 0.0, -0.3], [0.0, 0.2, 0.0], [0.1, -0.1, 0.3], [-0.1, -0.7, -0.3], [-1.6, 1.7, -0.1], [0.0, 0.0, 0.2], [0.2, -0.2, -0.4], [0.0, -0.1, 0.0], [0.0, 0.0, 0.1], [0.1, 0.0, 0.0], [0.0, 0.0, 0.0], [0.0, 0.0, -0.1], [-0.2, -0.1, 0.2], [0.0, 0.0, 0.0], [0.0, 0.0, 0.0], [0.0, 0.0, 0.0], [0.0, 0.0, 0.0], [0.0, 0.0, 0.0], [0.0, -0.1, 0.0], [0.0, 0.0, 0.0], [0.0, 0.0, 0.0], [0.0, 0.0, 0.0], [0.0, 0.0, 0.0], [0.0, 0.0, 0.0], [0.0, 0.0, 0.0], [0.0, 0.0, 0.0], [0.0, 0.0, 0.0], [0.0, 0.0, 0.0], [0.0, 0.0, 0.0], [0.0, 0.0, 0.0], [0.0, 0.0, 0.0], [0.0, 0.0, 0.0], [0.0, 0.0, 0.0], [0.0, 0.0, 0.0], [0.0, 0.0, 0.0], [0.0, 0.0, 0.0], [0.0, 0.0, 0.0], [0.0, 0.0, 0.0], [0.0, 0.0, 0.0], [-0.1, -0.1, -0.1], [-0.4, -0.2, 0.0], [0.3, 0.0, 0.0], [-0.1, 0.2, 0.0], [0.0, 0.4, 0.0], [0.1, 0.0, 0.0], [0.0, 0.0, 0.0], [0.0, 0.0, 0.0], [0.0, 0.0, 0.0], [0.0, 0.0, 0.0], [0.0, 0.0, 0.0], [0.0, 0.0, 0.0], [0.1, 0.0, 0.0], [0.0, -0.1, 0.0], [0.0, -0.1, 0.0], [0.2, 0.1, 0.0], [-0.3, -0.1, 0.0], [0.1, 0.1, 0.0], [-0.2, 0.0, 0.0], [0.1, 0.3, 0.0], [0.0, 0.1, 0.0], [0.0, -0.1, 0.2], [-0.2, 0.0, 0.1], [0.1, -0.1, -0.2], [0.1, 0.2, 0.0], [-0.3, 0.0, 0.2], [0.3, -0.1, -0.2], [0.1, -0.1, -0.2], [0.0, -0.1, 0.1], [0.2, -0.1, 0.0], [-0.2, -0.1, 0.3], [0.1, 0.0, 0.0], [-0.2, 0.0, -0.2], [0.2, 0.0, 0.1], [-0.1, 0.0, 0.0], [0.1, -0.1, -0.1], [-0.2, 0.1, 0.1], [0.1, 0.0, 0.0], [0.0, 0.0, 0.0], [0.0, 0.0, 0.1], [-0.1, 0.1, 0.0], [0.0, 0.0, -0.1], [0.0, 0.0, 0.0], [0.0, 0.0, 0.0], [0.0, 0.0, 0.0], [0.0, 0.1, 0.0], [0.0, -0.1, 0.0], [0.0, 0.0, -0.1], [0.0, 0.0, 0.0], [0.0, 0.0, 0.0], [0.0, 0.0, 0.0]]}